[1]
A gas-phase ion, C7H10BrO3P (charge -2) at a distorted geometry, computed with ωB97M-V with the def2-TZVPD basis set.

The geometry in XYZ format:
```
22
Properties=species:S:1:pos:R:3:forces:R:3
C 1.035 1.328 -2.144 2.49 2.32 3.21
C -0.189 0.934 -1.835 0.70 0.53 -1.55
C -0.746 1.041 -0.489 -5.47 -2.33 -1.16
C -1.126 -0.519 0.103 0.16 4.01 0.01
Br -2.369 -1.383 -1.065 -0.58 -0.32 -0.64
C 0.040 -1.402 0.277 2.20 1.15 -0.43
C 1.159 -0.684 0.966 1.56 -0.49 -2.29
C 2.417 -0.518 0.512 -3.73 -1.75 -0.67
P -1.899 -0.225 1.849 0.22 -0.71 1.09
O -3.275 0.223 1.463 -0.97 0.25 0.04
O -1.040 0.872 2.510 -0.02 -0.73 -0.61
O -1.751 -1.644 2.469 -0.10 1.32 -0.49
H 1.629 1.199 -2.996 -0.04 -0.43 -1.79
H 1.731 1.930 -1.381 -1.72 -1.54 -1.08
H -0.685 0.582 -2.748 -0.64 -0.53 0.88
H -1.756 1.702 -0.429 2.12 -1.81 -0.18
H -0.108 1.446 0.183 2.14 1.19 2.05
H 0.484 -1.851 -0.583 -0.07 -0.50 -1.13
H -0.359 -2.092 0.944 -0.38 -1.94 1.26
H 0.882 -0.143 1.792 -0.67 0.92 2.41
H 3.104 -0.021 1.016 2.80 2.55 2.85
H 2.818 -0.774 -0.415 0.01 -1.15 -1.76
```
Forces are in eV/Å.

Computed properties:
Energy above the lowest of the compared OMol25 structures with the same formula, charge and spin   0.453 eV
Charge   -2
SMILES   C=CCC(Br)(CC=C)P(=O)([O-])[O-]
Max |F|   6.1 eV/A
Frontier orbital gap   0.197 Ha

***

[2]
A single C7H10Cl2OS molecule at a distorted geometry, computed with ωB97M-V with the def2-TZVPD basis set.

The geometry in XYZ format:
```
21
Properties=species:S:1:pos:R:3:forces:R:3
C 0.608 1.572 1.090 1.99 1.59 2.44
C 0.264 2.614 0.061 0.45 -0.72 0.30
C -0.880 -0.165 0.451 -0.36 -0.36 -0.05
C -0.210 0.052 -0.914 -1.40 -0.44 0.27
C -2.444 0.131 0.603 0.67 -0.28 -2.74
C -0.649 -1.597 0.920 -0.28 0.22 -1.62
C -0.260 -1.093 -1.964 1.04 0.29 3.07
O -0.376 0.692 1.436 -0.30 -0.90 -0.29
S 0.188 1.607 -1.474 -0.56 0.65 -0.31
Cl -2.959 1.732 0.048 0.18 -0.37 0.54
Cl -3.306 -1.079 -0.375 -0.51 0.08 0.44
H 1.589 1.271 0.729 0.08 -1.55 0.08
H 0.828 1.873 2.148 0.18 1.19 -1.07
H -0.619 3.153 0.365 -0.37 0.27 -0.60
H 1.154 3.241 -0.058 -0.42 0.18 -0.05
H -1.037 -1.770 1.885 -0.40 -0.16 1.04
H 0.376 -1.794 0.836 1.95 0.08 0.70
H -0.977 -2.329 0.202 -0.99 -0.19 -0.03
H 0.299 -0.849 -2.866 -0.75 0.07 -0.23
H -1.325 -1.402 -1.950 0.65 -0.09 -0.96
H 0.356 -1.887 -1.434 -0.85 0.44 -0.94
```
Forces are in eV/Å.

Computed properties:
Energy above the lowest of the compared OMol25 structures with the same formula, charge and spin   0.073 eV
Max |F|   3.5 eV/A
Frontier orbital gap (alpha / beta)   0.319 / 0.227 Ha

***

[3]
A molecular structure, C7H10ClFGaO9PS at a distorted geometry, computed with ωB97M-V with the def2-TZVPD basis set.

The geometry in XYZ format:
```
31
Properties=species:S:1:pos:R:3:forces:R:3
O 4.956 2.602 -3.065 -0.42 -0.52 0.19
C 4.965 2.555 -4.318 0.44 0.49 0.28
O 5.639 3.316 -5.048 0.17 0.23 -0.71
Ga 3.873 1.135 -5.321 0.95 1.06 1.09
F 3.558 1.626 -7.070 -0.30 -0.40 0.01
S 4.933 -0.917 -5.165 -0.06 -0.82 -0.48
P 1.694 0.889 -4.369 -1.27 -0.89 -0.73
O 1.098 2.483 -4.357 0.12 -0.39 0.22
Cl 1.931 0.308 -2.363 0.49 0.66 -0.22
H 5.726 -0.743 -4.102 -0.15 0.40 0.02
H 1.510 2.884 -5.128 0.34 0.41 0.10
C -1.523 1.081 1.667 -0.04 0.21 0.22
C -1.770 1.845 0.385 0.01 0.10 -0.05
O -0.904 1.194 -0.537 -0.15 -0.07 0.19
C -0.669 -0.064 -0.083 0.07 0.24 -0.10
O -0.124 -0.911 -0.694 -0.25 -0.56 0.20
O -1.152 -0.210 1.192 0.02 0.14 -0.18
H -2.401 1.018 2.300 -0.01 -0.18 0.00
H -0.694 1.498 2.246 0.04 0.02 -0.09
H -2.801 1.746 0.033 -0.01 -0.04 0.04
H -1.524 2.902 0.465 0.15 -0.03 -0.15
C -1.746 -3.009 4.144 0.21 -0.18 -0.04
C -3.046 -3.371 4.827 -0.01 -0.19 0.06
O -3.697 -2.103 4.935 0.06 -0.04 -0.02
C -3.185 -1.290 3.972 0.17 -0.17 -0.07
O -3.633 -0.228 3.693 -0.21 0.17 0.07
O -2.108 -1.855 3.386 -0.26 -0.01 0.28
H -1.376 -3.795 3.491 0.00 0.14 -0.17
H -0.961 -2.735 4.851 -0.03 0.02 0.02
H -3.666 -4.036 4.222 0.01 0.03 -0.04
H -2.903 -3.815 5.809 -0.09 0.16 0.08
```
Forces are in eV/Å.

Computed properties:
Charge   -2
Max |F|   1.8 eV/A
Frontier orbital gap   0.079 Ha

***

[4]
A molecular structure, C7H10ClFO2S at a distorted geometry, computed with ωB97M-V with the def2-TZVPD basis set.

The geometry in XYZ format:
```
22
Properties=species:S:1:pos:R:3:forces:R:3
C 0.341 -0.400 -1.526 -0.67 0.30 0.56
C 0.560 -0.074 -0.129 0.53 -0.36 0.46
C -0.130 0.407 -2.447 0.18 -0.09 -0.78
C 1.129 -0.984 0.675 0.04 0.74 0.62
C -0.302 -0.007 -3.892 -1.92 0.17 0.91
C 1.244 -0.113 5.222 0.14 -2.06 -4.63
C 1.064 -1.364 3.631 2.14 2.09 3.42
O 3.167 -0.837 2.258 1.77 -0.56 -0.34
O 1.497 0.905 2.464 -1.00 1.79 -0.20
F -0.224 -1.430 3.439 -1.73 -0.96 -0.26
S 1.810 -0.452 2.226 -0.15 -1.41 0.02
Cl 1.934 -2.899 4.032 -1.04 0.70 -0.57
H 0.468 -1.375 -1.887 0.61 -1.65 0.19
H 0.347 0.924 0.284 0.04 -0.44 -0.41
H -0.293 1.412 -2.138 -0.38 0.93 -0.26
H 1.455 -1.961 0.359 -0.03 -0.16 0.00
H 0.516 0.385 -4.444 0.43 0.59 -0.89
H -1.305 0.361 -4.225 1.02 0.08 -0.19
H -0.353 -1.083 -4.076 0.29 -0.02 0.49
H 0.336 -0.377 5.742 -0.03 0.23 0.12
H 2.190 -0.397 5.658 -0.03 0.11 0.20
H 1.270 0.729 4.499 -0.22 -0.04 1.54
```
Forces are in eV/Å.

Computed properties:
Energy above the lowest of the compared OMol25 structures with the same formula, charge and spin   0.869 eV
Max |F|   5.1 eV/A
Frontier orbital gap   0.351 Ha

***

[5]
A gas-phase ion, C7H10ClN4O3S (charge +1) at a distorted geometry, computed with ωB97M-V with the def2-TZVPD basis set.

The geometry in XYZ format:
```
26
Properties=species:S:1:pos:R:3:forces:R:3
C -0.208 -0.718 3.237 0.08 1.47 -0.02
C -0.077 -1.718 -0.076 0.33 -1.98 1.84
C 0.519 0.597 -0.705 1.96 0.31 0.25
C -1.368 -2.350 1.884 0.22 1.32 -0.64
C 1.096 2.887 -2.836 -0.02 -0.35 -2.40
C 0.830 2.900 -1.353 -0.44 0.72 0.14
C -0.442 -0.326 0.032 -1.61 0.87 -0.34
N -0.438 0.268 2.406 2.06 -1.24 2.84
N -0.919 0.227 1.259 -1.82 0.27 -1.51
N -0.630 -2.001 2.977 -0.99 -0.25 0.33
N 0.832 -2.155 -0.885 0.71 -0.75 -1.58
O -0.607 -2.594 0.785 1.20 -0.60 -2.82
O 1.670 0.284 -0.967 -0.23 -0.39 -0.13
O 0.037 1.755 -0.890 -1.65 1.63 -0.12
S -2.073 -0.394 -0.955 0.84 -0.13 -0.39
Cl -2.537 -3.553 2.092 -0.36 -0.16 0.05
H 0.159 -0.453 4.244 -0.12 -0.48 -0.81
H 0.186 2.732 -3.530 0.71 1.29 1.49
H 1.695 3.865 -3.098 -1.20 -2.14 0.24
H 1.577 1.941 -3.221 0.61 1.18 1.01
H 0.273 3.828 -1.038 0.17 -1.28 -0.35
H 1.729 2.894 -0.759 0.54 -0.13 -0.01
H -0.973 -2.602 3.707 0.49 0.38 1.21
H 1.486 -1.378 -1.285 -1.20 -1.33 0.59
H 0.864 -3.173 -1.192 0.15 1.86 0.92
H -2.679 -0.762 0.167 -0.41 -0.11 0.21
```
Forces are in eV/Å.

Computed properties:
Energy above the lowest of the compared OMol25 structures with the same formula, charge and spin   3.007 eV
Charge   +1
Max |F|   3.7 eV/A
Frontier orbital gap (alpha / beta)   0.286 / 0.285 Ha

***

[6]
A gas-phase ion, C7H10F3N4O (charge +1) at a distorted geometry, computed with ωB97M-V with the def2-TZVPD basis set.

The geometry in XYZ format:
```
25
Properties=species:S:1:pos:R:3:forces:R:3
C 0.682 1.292 1.185 -1.51 -2.04 -5.08
C -2.195 1.000 -0.931 -0.08 1.11 3.52
C 1.503 0.109 0.773 -1.24 -0.32 -3.06
C -0.779 0.692 -0.673 0.34 0.63 -0.19
C 0.454 -0.998 0.320 0.53 0.56 0.39
C -0.427 -1.300 1.538 -0.73 0.82 -0.81
C 2.643 0.254 -0.276 -1.39 1.87 -0.91
N -0.421 1.498 0.451 0.60 -2.71 -1.11
N -2.620 1.772 0.093 -1.45 -1.54 -3.57
N 0.714 -1.991 -0.544 -0.66 -0.28 1.85
N -2.908 0.574 -1.991 2.43 -0.03 0.63
O -1.644 1.903 0.977 1.73 1.20 2.09
F 3.363 -0.798 -0.549 0.48 -1.44 0.74
F 2.193 0.644 -1.516 -0.61 0.03 0.55
F 3.410 1.221 0.159 1.03 0.67 0.38
H 0.895 1.802 1.995 0.58 2.61 3.89
H 1.962 -0.306 1.621 0.90 -0.55 1.40
H -0.201 0.672 -1.587 0.75 0.23 0.41
H -0.579 -0.407 2.231 1.02 -1.45 -0.62
H -0.073 -2.243 1.992 -0.40 0.61 0.21
H -1.430 -1.350 1.132 -0.35 -1.00 0.04
H 0.327 -2.878 -0.183 0.24 0.42 -1.08
H 1.355 -2.037 -1.347 -0.35 0.49 0.83
H -2.358 0.288 -2.764 0.13 -0.31 -0.70
H -3.867 0.589 -2.111 -1.98 0.40 0.19
```
Forces are in eV/Å.

Computed properties:
Energy above the lowest of the compared OMol25 structures with the same formula, charge and spin   4.829 eV
Charge   +1
Max |F|   5.7 eV/A
Frontier orbital gap (alpha / beta)   0.258 / 0.258 Ha

***

[7]
A molecular structure, C7H10F3N5O3PdS3, computed with ωB97M-V with the def2-TZVPD basis set.

The geometry in XYZ format:
```
32
Properties=species:S:1:pos:R:3:forces:R:3
Pd -0.687 -0.288 0.420 -0.14 0.76 0.22
N -2.749 -1.021 0.920 0.09 0.07 0.05
N -2.830 -1.531 2.218 0.07 0.08 0.02
C -1.835 -1.336 3.111 -0.08 -0.13 0.12
N -2.003 -1.975 4.279 0.05 0.10 -0.01
S -0.511 -0.340 2.857 0.00 -0.22 -0.02
H -3.497 -0.359 0.755 0.00 0.04 -0.07
H -2.757 -1.784 0.255 -0.02 -0.19 -0.12
H -3.483 -2.283 2.372 -0.01 -0.07 -0.02
H -2.840 -2.483 4.505 0.00 0.00 0.00
H -1.292 -1.880 4.983 0.01 0.00 -0.01
F -0.910 -1.942 -2.181 -0.06 0.14 0.08
C 0.086 -2.816 -1.951 0.15 -0.01 0.04
F 1.140 -2.433 -2.675 0.00 0.01 -0.03
F -0.317 -4.007 -2.384 -0.06 -0.08 -0.05
S 0.530 -2.904 -0.159 0.22 -0.01 0.38
O 1.333 -4.082 -0.077 -0.06 -0.03 0.06
O 1.225 -1.639 0.115 -0.13 -0.20 -0.38
O -0.775 -2.928 0.507 0.02 -0.26 -0.30
C 2.694 4.683 -1.270 0.01 -0.01 0.00
C 1.908 3.409 -1.322 0.03 0.00 0.00
C 2.326 2.319 -2.086 -0.07 0.08 0.01
C 1.535 1.192 -2.053 -0.03 -0.13 -0.11
N 0.405 1.139 -1.351 0.07 -0.07 0.30
C 0.101 2.225 -0.616 -0.08 0.03 0.14
S -1.301 2.037 0.413 0.08 0.18 -0.15
N 0.809 3.352 -0.571 -0.05 -0.01 -0.20
H 3.365 4.776 -2.122 -0.01 0.00 0.00
H 3.295 4.703 -0.358 -0.01 -0.01 0.01
H 2.018 5.535 -1.236 0.00 -0.01 0.00
H 3.227 2.356 -2.682 0.00 0.00 0.02
H 1.792 0.302 -2.616 0.01 -0.02 0.04
```
Forces are in eV/Å.

Computed properties:
Energy above the lowest of the compared OMol25 structures with the same formula, charge and spin   0.142 eV
Max |F|   0.8 eV/A
Frontier orbital gap (alpha / beta)   0.286 / 0.251 Ha
2S+1   3

***

[8]
A molecular structure, C7H10F5N2SZn at a distorted geometry, computed with ωB97M-V with the def2-TZVPD basis set.

The geometry in XYZ format:
```
26
Properties=species:S:1:pos:R:3:forces:R:3
C 1.888 -1.800 0.524 0.12 -0.26 0.31
Zn 0.133 -1.032 0.653 -0.94 1.13 -0.77
N -1.258 0.839 0.370 0.53 1.80 -0.88
N -0.783 -1.424 -1.606 -0.44 -0.35 -0.41
H -0.950 1.501 -0.352 -0.32 -0.13 0.16
H -1.079 -0.766 1.639 -0.09 -1.50 1.05
H 2.119 -1.316 1.491 0.80 -0.53 -0.26
H 2.696 -1.756 -0.246 -1.01 -0.03 0.75
H 1.404 -2.765 0.720 1.14 -0.70 0.06
H -0.626 -0.708 -2.322 0.13 -0.06 0.50
H -1.794 -1.548 -1.522 0.27 -0.03 -0.08
H -0.403 -2.296 -1.980 -0.09 0.25 0.17
H -2.196 0.516 0.200 -0.20 -0.02 0.11
H -1.206 1.293 1.281 -0.17 -0.24 -0.29
F 1.350 6.048 1.662 0.02 -0.04 -0.03
C 1.452 4.876 0.999 0.01 -0.06 -0.04
C 1.518 3.676 1.704 -0.02 -0.03 -0.18
F 1.472 3.685 3.059 0.11 0.09 -0.51
C 1.609 2.477 1.012 0.01 -0.25 -0.26
F 1.745 1.334 1.742 -0.27 0.72 -0.36
C 1.547 2.392 -0.408 0.12 1.19 0.45
S 1.453 0.926 -1.248 0.36 -0.21 -0.59
C 1.543 3.652 -1.074 -0.01 -0.34 0.45
F 1.580 3.656 -2.424 -0.10 0.31 0.47
C 1.488 4.864 -0.396 0.02 -0.39 -0.12
F 1.454 6.031 -1.084 0.00 -0.29 0.30
```
Forces are in eV/Å.

Computed properties:
Charge   -1
Max |F|   2.1 eV/A
Frontier orbital gap   0.230 Ha